106
Properties=species:S:1:pos:R:3 method="wB97M-V/def2-TZVPD" fmax_ev_per_a=2.89 homo_ha=-0.30190 orbital_gap_ev=8.77
O 6.2597 -3.8573 14.4289
O 12.3257 -2.2717 17.2716
O 12.8048 -7.7011 20.6884
O 6.4636 -5.6009 7.8880
O 8.2018 0.1145 12.3001
O 10.5906 -4.2999 11.4679
O 10.3008 2.0750 13.0766
O 3.2479 -6.3324 11.0011
O 9.7918 4.5456 15.2806
O 5.6184 2.0092 14.7150
N 8.0063 2.7429 16.9339
N 4.5886 -3.9132 12.0506
N 12.7147 -5.7221 18.7948
N 8.3927 -3.6198 9.4920
C 13.9588 -8.0043 21.4518
C 5.9618 -6.1201 6.6428
C 12.3332 -4.5586 17.8793
C 12.9439 -3.1683 18.1522
C 5.0344 0.9742 15.5130
C 10.2149 -2.9758 11.1353
C 8.9495 3.8336 17.3798
C 7.3702 -3.7445 15.4006
C 11.1787 4.7286 15.5205
C 5.9987 3.2120 15.4077
C 10.1109 0.8271 13.6927
C 3.2669 -5.1168 10.3151
C 5.9517 -2.6548 13.6826
C 9.0143 5.0039 16.3498
C 8.8159 -2.8581 10.7588
C 6.5672 3.0779 16.9070
C 12.8454 -8.2213 19.3831
C 11.7598 -4.4504 12.2125
C 6.9130 -3.7961 9.4016
C 6.3799 -4.2055 8.0480
C 4.6250 -2.6638 12.8556
C 8.6555 0.4099 13.5880
C 12.6983 -0.8767 17.4503
C 3.3419 -4.0090 11.3330
C 1.9268 -6.8122 11.3148
C 12.5592 -7.1052 18.3126
H 6.7538 -2.2895 13.0412
H 13.7756 -0.7540 17.3393
H 2.1800 -7.8214 11.6398
H 5.6527 -7.1557 6.7848
H 4.5809 0.1454 14.9693
H 11.6850 -7.1399 17.6624
H 7.9893 0.9172 11.8184
H 12.5394 -0.4067 18.4209
H 4.5674 -4.5626 12.8239
H 10.9186 -2.4854 10.4626
H 8.9650 4.1275 18.4293
H 8.0635 1.2507 13.9495
H 4.1567 -5.2269 9.6952
H 11.6112 4.3997 14.5756
H 12.4922 -4.7511 16.8182
H 14.0880 -9.0764 21.6000
H 10.3615 0.8270 14.7535
H 3.8411 -2.7809 13.6038
H 11.9057 -5.2927 12.8887
H 12.2510 -0.3127 16.6318
H 14.8299 -7.3859 21.2355
H 3.1483 -3.2130 10.6140
H 9.8786 3.2793 17.2471
H 4.6449 -1.7124 12.3241
H 13.7226 -8.8301 19.1643
H 5.8069 0.4863 16.1074
H 13.3688 -7.3581 17.6279
H 1.4978 -6.2783 12.1628
H 8.7456 -1.7786 10.6255
H 12.5815 -3.0005 19.1664
H 11.2464 -4.4934 17.9311
H 10.0694 2.8620 13.5754
H 5.3184 -3.9709 7.9681
H 7.0142 -3.8241 7.2478
H 12.5013 -4.4210 11.4141
H 11.4458 5.7547 15.7736
H 1.2469 -6.9846 10.4805
H 9.2845 5.9430 16.8327
H 5.8730 2.4411 17.4554
H 8.2721 -3.3367 14.9442
H 8.2204 -2.9640 11.6656
H 8.3001 2.3412 16.0550
H 11.4989 4.1578 16.3921
H 5.1971 3.9287 15.2290
H 13.7161 -7.6609 22.4574
H 12.0477 -5.7264 19.5532
H 10.3807 -2.2996 11.9740
H 8.7834 -4.5510 9.5103
H 6.8460 3.6343 14.8676
H 14.0330 -3.1657 18.1085
H 8.0318 5.0602 15.8812
H 2.5392 -4.0551 12.0689
H 12.0134 -3.6105 12.8593
H 10.7191 0.0800 13.1827
H 6.4931 -4.3253 10.2569
H 6.7377 -5.9814 5.8899
H 7.0823 -2.9224 16.0558
H 4.2656 1.4344 16.1336
H 6.6415 -2.7432 9.4775
H 5.7601 -1.8836 14.4287
H 7.4083 -4.7202 15.8851
H 5.1022 -5.5270 6.3307
H 6.4329 4.0555 17.3700
H 11.9889 -8.8949 19.4079
H 2.6499 -4.9509 9.4320
H 8.4926 -0.4387 14.2524

125
Properties=species:S:1:pos:R:3 method="wB97M-V/def2-TZVPD" fmax_ev_per_a=2.66 homo_ha=-0.22561 orbital_gap_ev=7.69 charge=-1
S -4.4249 -5.8560 -3.4030
S 0.3996 3.1780 4.3223
S 0.9116 -1.8423 6.5377
S -3.8906 0.0633 4.3788
S 5.2187 -3.0508 0.7737
S -1.0613 2.8852 -4.0067
S 1.5344 -4.8805 0.5977
S -2.5708 -0.8959 -5.8116
S 3.6623 1.2612 -2.9070
S -5.4995 3.5396 0.3993
S 4.4628 4.4724 0.3879
F 1.4362 -0.2510 0.7485
F 1.6105 1.4990 2.0096
F -0.1545 0.2226 2.1442
O 5.7594 5.1022 0.0366
O -0.4820 -1.7175 7.0403
O -5.1145 -4.7309 -4.0786
O 0.6730 3.7258 5.6811
O -3.8539 1.3277 5.1482
O -0.7275 2.5426 0.6330
O 4.7222 0.5656 -2.1167
O -0.4415 0.8443 -0.8775
O -2.6544 -0.7494 -7.2864
O -1.1707 3.6066 -5.2933
O 0.6535 -6.0633 0.5164
O 6.4369 -3.8991 0.7674
O -6.0368 2.7485 1.5336
C 0.5356 -3.5898 1.3929
C -3.6075 -2.2840 -5.3912
C -1.6292 0.1482 -0.6507
C -3.7042 -5.0892 -1.9584
C 0.0572 1.6406 0.2211
C -1.3880 3.1130 4.1668
C 0.6431 4.5171 3.1466
C 1.3136 -0.6437 5.2687
C -3.6863 0.4044 2.6174
C 0.7230 0.7762 1.2770
C 4.8615 2.7285 0.4561
C -0.9590 -1.6510 -5.5610
C -2.8421 -6.1377 -4.2329
C 0.8261 -3.3755 5.5961
C -4.7570 2.3524 -0.7108
C -3.8914 4.1810 0.9270
C 1.5551 -4.1183 -1.0336
C 2.2707 0.1345 -2.8849
C 4.0286 1.2708 -4.6583
C 0.5344 3.3243 -3.3209
C 4.3485 4.6689 2.1619
C 5.6621 -1.5212 -0.0353
C -2.1034 3.7757 -2.8393
C 5.0949 -2.4049 2.4639
C -2.4175 -0.9355 4.7465
C -1.8193 -0.7854 -1.8565
H -0.5061 -3.8499 1.2275
H -0.7863 -2.4036 -6.3216
H -4.4135 -5.1033 -1.1317
H 5.2018 -1.3198 2.5106
H 2.3122 -0.9059 4.9061
H 4.0679 0.2779 -5.1129
H -1.9449 -0.1677 -2.7438
H 3.2852 1.8396 -5.2176
H -0.1992 -0.8700 -5.5411
H 5.1296 2.2646 -0.4900
H -4.4206 2.8720 -1.6122
H -3.1154 3.6961 -3.2100
H 1.4624 0.3565 5.6911
H -3.0324 -6.3704 -5.2855
H -3.3187 4.3595 0.0198
H -3.7767 -2.3986 -4.3138
H -3.4874 -4.0348 -2.1551
H -0.9191 -2.0382 -4.5334
H -1.7659 4.8165 -2.8346
H -1.6392 -0.4054 0.2918
H 0.5038 -4.0245 -1.3233
H 0.1785 -3.2125 4.7336
H 4.8327 -0.8328 -0.1828
H -1.7382 3.4521 3.2015
H -2.3229 -5.1788 -4.2537
H -5.4588 1.6638 -1.2107
H -3.2768 -3.3060 -5.6165
H 6.4346 -1.0016 0.5380
H 0.9447 2.0856 -0.3071
H 0.6045 -0.4707 4.4601
H -2.6884 -1.4494 5.6606
H -1.8042 3.6494 5.0178
H 3.6433 3.9512 2.6007
H -1.8737 3.4285 -1.8229
H -2.6231 -1.5116 -1.7148
H -1.7092 2.0858 4.3037
H 5.2976 4.3932 2.6246
H 0.3599 -4.1182 6.2343
H 1.9058 -4.9034 -1.7113
H 0.6195 4.3789 -3.0740
H 2.1469 -3.2190 -1.1477
H -4.0918 5.1419 1.4068
H 0.7087 2.6958 -2.4414
H -2.7944 1.0138 2.4370
H -2.3025 -6.9857 -3.8230
H 0.2150 5.4195 3.5847
H 5.7273 2.6007 1.1134
H -2.7720 -5.5547 -1.6388
H -1.5814 -0.2580 4.8668
H 1.5598 0.3920 -3.6689
H 4.0576 -2.5924 2.7563
H -2.3360 -1.6680 3.9442
H -0.9167 -1.4064 -1.9284
H 2.6395 -0.8937 -2.9093
H 4.9980 1.7634 -4.7287
H -4.5749 -2.1883 -5.8781
H 0.8183 -2.6260 0.9680
H -4.5895 0.9520 2.3572
H 1.8243 -3.6941 5.3031
H 1.7100 4.6375 2.9723
H -3.5647 -0.5331 2.0764
H 5.7903 -2.8829 3.1422
H 4.0375 5.6728 2.4304
H -2.4871 0.8206 -0.7105
H -4.0454 1.6728 -0.2580
H 4.0598 2.1443 0.9137
H 1.7739 0.2306 -1.9161
H 1.3197 3.0324 -4.0182
H 0.1343 4.2561 2.2123
H 6.1262 -1.7660 -0.9887
H -3.3911 3.5371 1.6360
H 0.7887 -3.5564 2.4503

124
Properties=species:S:1:pos:R:3 method="wB97M-V/def2-TZVPD" fmax_ev_per_a=3.00 homo_ha=-0.42105 orbital_gap_ev=5.69 charge=+1
S 9.6087 17.5888 7.0277
S 7.0131 18.2631 6.3900
Mg 7.5993 16.0532 8.6941
F 10.2244 15.3915 5.7133
F 9.2929 16.8929 4.4671
F 4.9010 17.8567 4.9166
F 6.5178 16.5022 4.4766
F 5.3511 16.2538 6.3164
F 11.3518 17.1097 5.1304
O 1.7454 22.5997 4.8857
O 12.0375 14.9201 2.0834
O 15.1537 14.5046 2.8112
O 10.2328 16.8481 8.1018
O 2.6147 14.8050 1.0803
O 6.1343 19.0775 7.1887
O 12.7179 21.0141 4.7217
O 0.2541 13.9707 5.0387
O 5.4721 22.4666 7.8292
O 9.9656 18.9533 6.8769
O 13.6315 19.3183 9.1900
O 7.4005 18.5035 -0.1133
O 7.7580 18.9636 5.3914
O 7.5535 14.1485 8.2416
O 5.9318 12.0550 8.5371
O 2.6185 17.2624 10.3648
N 7.9478 17.1618 7.2025
C 11.4357 21.6240 4.8522
C 1.5071 14.4533 4.5502
C 8.9126 12.2375 7.3977
C 11.6247 13.5746 1.9566
C 5.8736 17.1413 5.4337
C 2.7135 18.5173 9.6774
C 6.2542 22.6728 6.6703
C 2.7457 18.2925 8.1754
C 13.3722 17.1880 8.0004
C 4.5506 15.2872 2.4843
C 11.4332 12.9442 3.3331
C 5.0206 12.9389 6.4481
C 14.1165 17.9846 9.0911
C 5.0465 11.7816 7.4238
C 2.7868 20.5296 4.2945
C 9.1094 18.1123 1.4759
C 4.0571 14.8628 1.1239
C 7.7364 22.3624 6.9042
C 10.1473 16.6942 5.4428
C 15.3639 15.8415 3.2878
C 2.9906 21.9289 4.8565
C 14.4257 16.0608 4.4561
C 8.5415 13.7066 7.2475
C 8.4457 19.1554 0.6240
C 1.6146 15.9255 4.9153
C 10.3971 20.8334 4.0821
H 1.8224 19.0912 9.9373
H 1.4627 16.1242 5.9703
H 6.1347 23.6888 6.2975
H 16.3820 15.8950 3.6891
H 5.6775 21.5752 8.1298
H 0.8693 16.4449 4.3067
H 10.7054 19.8232 3.8348
H 1.6011 23.0275 5.7316
H 3.1479 19.1822 7.6841
H 13.3891 15.9076 4.1520
H 4.0647 11.4925 7.8081
H 10.6646 13.5137 1.4383
H 8.3807 11.6004 6.6871
H 2.5508 16.3239 4.5170
H 9.3031 17.2262 0.8678
H 4.8986 13.8780 6.9927
H 4.1085 12.8659 5.8546
H 2.3874 13.9117 4.9199
H 0.3466 13.0699 5.3572
H 8.1536 13.9962 6.2746
H 4.0798 16.2022 2.8433
H 12.3943 12.8806 3.8513
H 4.4285 13.8599 0.9015
H 15.1971 17.9759 9.0073
H 6.8888 13.4196 8.2934
H 5.5966 15.5977 2.3653
H 9.9748 12.1278 7.1918
H 1.5122 14.3071 3.4673
H 7.7909 21.2865 7.0914
H 11.5010 22.6571 4.4772
H 12.7222 19.2778 9.4964
H 9.5206 20.8204 4.7358
H 3.7407 20.0886 3.9865
H 8.2626 22.5285 5.9598
H 1.7617 18.0449 7.7730
H 8.6656 11.8149 8.3701
H 4.3614 15.5592 0.3446
H 4.5928 14.5100 3.2484
H 10.0487 21.3943 3.2156
H 8.2244 22.9336 7.6898
H 12.9425 14.8948 2.4182
H 1.7533 16.8781 10.2010
H 2.3611 13.9101 0.8439
H 5.8907 12.9547 5.7960
H 11.2061 21.8043 5.9106
H 5.9695 22.0143 5.8379
H 5.3410 10.8533 6.9207
H 12.9883 17.8826 7.2551
H 10.0537 18.4076 1.9346
H 5.4900 11.7359 9.3290
H 2.2699 19.8474 4.9719
H 8.0452 19.9682 1.2395
H 14.6095 15.3227 5.2406
H 15.2512 16.6156 2.5269
H 9.1308 19.5975 -0.1059
H 2.2230 20.5734 3.3595
H 9.4523 14.2555 7.4633
H 14.0823 16.5527 7.4527
H 12.3153 13.0083 1.3254
H 14.5850 17.0404 4.9054
H 8.4757 17.7990 2.3085
H 3.3780 17.4564 7.8625
H 10.7181 13.5265 3.9144
H 3.7034 22.3639 4.1462
H 6.9117 19.1898 -0.5766
H 3.6180 19.0291 9.9947
H 3.4108 21.8929 5.8628
H 13.4072 21.5821 5.0743
H 12.6975 16.4446 8.4124
H 11.0605 11.9157 3.2941
H 15.9354 14.2729 2.3013
H 13.8714 17.4745 10.0331

112
Properties=species:S:1:pos:R:3 method="wB97M-V/def2-TZVPD" fmax_ev_per_a=1.55 homo_ha=-0.31541 orbital_gap_ev=9.15
O 0.7141 -7.5742 20.3761
O 5.1062 -2.1245 14.7867
O 1.9883 -3.0338 18.2060
O 4.9206 -3.7249 19.0540
O 5.2431 1.2564 17.8267
O -0.1468 1.0142 20.0874
O 4.7552 -9.1473 19.1391
O 2.9955 -6.2536 15.0269
N 5.3580 -12.7381 19.8931
N 6.5433 -3.1698 16.8528
N 2.5411 -4.8031 12.6466
N -0.5413 -1.6931 17.5607
N 3.7124 -1.3721 19.9254
N -0.1179 -7.5466 23.0019
C 6.6598 -3.7964 15.4993
C 4.2974 -11.8598 17.9300
C 5.4075 -3.4972 14.6920
C 7.0228 -5.2686 15.5938
C -2.2176 -0.3659 18.6301
C 2.9609 -3.8507 17.5479
C 5.2556 -11.5190 19.0825
C 0.4876 1.1074 21.3524
C 4.8391 -10.3268 19.9126
C 0.8115 -8.5891 22.5175
C 5.7983 -0.1130 20.3210
C 3.9549 -4.5767 18.4528
C 4.6025 -7.9667 19.9017
C 3.2646 -7.4906 15.6428
C 0.4461 -8.8027 21.0271
C 1.6899 -6.1677 14.4877
C 1.5077 -4.8851 13.6939
C 4.7636 1.8494 16.6266
C 0.1985 -0.2094 19.4393
C -0.7269 -0.4316 18.2643
C 0.5304 -7.4987 18.9895
C 4.3858 -0.1079 19.6941
C 3.8651 -1.7581 14.2303
C 0.1181 -4.7755 13.0811
C 0.6110 -9.9099 23.2699
C 4.4970 0.1230 18.1708
H 7.5030 -3.3381 14.9673
H 3.9035 -1.7973 13.1368
H 6.2519 -11.3475 18.6687
H 5.7392 -0.2609 21.4032
H 0.0448 -1.0146 20.1720
H 4.3411 -7.5674 15.7832
H 1.5283 -4.0426 14.3913
H 5.4369 2.6426 16.3155
H 3.3644 -5.1361 13.1532
H 3.5886 -7.9476 20.3201
H 4.0479 -10.9814 17.3291
H 3.3975 -5.2332 19.1218
H 5.1822 -7.8602 20.8278
H 3.4627 -3.2155 16.8098
H 0.3264 0.1580 21.8699
H 7.1098 -5.7809 14.6357
H 7.8993 -5.4215 16.2222
H 3.4764 0.1572 17.7721
H 3.5066 -1.4653 20.9152
H 3.0232 -2.3580 14.5826
H 2.9705 -8.3740 15.0649
H -0.6429 -4.4331 13.7879
H -0.1567 -6.9492 22.1763
H -2.8702 -0.3812 17.7585
H 3.7139 -0.7118 14.4946
H 1.1186 -9.5727 20.6335
H -0.4238 -10.2128 23.1069
H 4.3327 -2.1674 19.7175
H 6.2155 -12.7033 20.4363
H -2.4808 0.5990 19.0763
H 2.7252 -7.5438 16.5940
H 6.3469 0.8068 20.1164
H 5.4966 -3.4630 18.2920
H 4.5916 -12.7313 20.5620
H 4.8336 -12.5691 17.3005
H 0.4231 -2.0390 17.6087
H 4.8603 -7.1335 19.2583
H 5.5364 -3.7983 13.6439
H -0.4572 -7.7208 18.5765
H 1.2764 -10.6387 22.8016
H 1.2416 -8.1150 18.4247
H 2.4143 -4.6130 16.9867
H 4.5467 -4.0976 15.0160
H 7.4391 -3.3006 17.3247
H 1.8396 -8.2085 22.4687
H -0.5995 -9.1076 20.9410
H 2.4296 -5.5385 11.9522
H 1.5630 1.2862 21.2673
H 6.4274 -0.9493 20.0050
H -0.2217 -5.6872 12.5890
H 6.6345 -2.2033 16.5283
H 0.9730 -6.2079 15.3216
H 4.5384 -5.2505 17.8107
H -2.4859 -1.0971 19.3957
H 3.8368 -10.4827 20.3455
H -0.5607 0.4221 17.5954
H 0.1120 1.9172 21.9744
H 1.5361 -7.0465 13.8469
H 0.2876 -6.9705 23.7307
H 3.7060 0.6804 20.0207
H 6.2116 -5.8180 16.0881
H 4.9456 -0.7972 17.7655
H 0.7710 -9.8350 24.3427
H -1.1008 -2.4180 17.9935
H 3.7350 2.2060 16.7262
H 0.1050 -3.9217 12.3995
H 1.2533 -0.2252 19.1543
H 2.5125 -2.3934 18.7407
H 0.7858 -6.4790 18.6970
H 3.3500 -12.3135 18.2225
H 5.5478 -10.1581 20.7341
H 4.7721 1.0415 15.8843